1.
93
Properties=species:S:1:pos:R:3:forces:R:3 method="wB97M-V/def2-TZVPD" total_charge=+1 multiplicity=5 largest_force_ev_per_a=5.38 orbital_gap_ha="0.1574 / 0.1917"
Cu -18.90341 -0.14866 20.71384 1.9 -0.4 0.1
Cu -14.33933 -1.24217 19.82074 -1.3 2.5 -1.4
Cu -16.08265 2.85509 18.13532 0.0 -0.1 -0.3
S -15.98456 1.49739 21.06808 0.3 -1.2 -1.6
S -16.99386 -0.31331 18.01400 -1.9 -0.4 -2.5
O -13.09401 -2.49364 18.14479 0.4 -0.2 0.8
O -16.91065 4.15724 24.02579 0.1 0.1 1.1
O -15.77900 2.18695 22.28515 0.9 1.1 3.2
O -15.98152 7.52110 19.51168 1.2 -0.5 -0.7
O -15.45162 4.87488 21.45406 -0.6 0.1 0.7
O -12.07116 1.65016 26.38031 0.2 0.7 0.2
O -14.89735 4.83045 18.69198 0.5 -0.3 -0.9
O -17.92487 -0.86193 18.99239 -2.8 -0.2 4.4
O -19.90024 0.61972 22.89150 0.9 0.4 0.8
O -15.13826 -0.69047 26.35266 0.0 -1.0 1.1
O -17.20964 1.08760 17.78462 -0.3 2.3 0.4
O -18.26247 2.58891 25.61947 0.2 -1.0 1.0
O -14.42729 1.19008 24.27844 0.7 -0.7 1.3
O -12.44133 2.63535 19.70647 -4.1 -0.2 0.8
O -20.75760 -1.60333 21.56122 0.4 2.0 -0.6
O -10.95354 4.85186 20.83857 -0.3 0.0 0.3
O -15.62357 2.41251 20.01631 0.5 1.5 -2.3
O -15.78274 -1.38784 23.63173 -0.4 0.1 0.0
O -15.14757 0.30466 20.94497 1.1 -2.1 0.6
O -17.38254 1.16434 20.99605 -3.4 -1.2 -0.4
O -17.85972 -1.62350 22.10357 -0.7 2.0 -2.8
O -15.62315 -0.51177 18.42430 4.8 -1.3 2.1
O -17.21704 -1.12029 16.87681 0.1 -0.9 -2.1
O -12.69956 0.07848 19.27891 2.5 -1.7 -1.6
C -14.11828 6.03398 18.44355 -2.0 0.1 0.6
C -17.57622 4.54769 22.86444 0.6 -0.3 -2.0
C -15.53521 -2.02410 25.98500 0.1 1.8 -0.8
C -15.12331 -2.27520 24.53487 -0.6 0.1 0.8
C -11.56911 -0.57218 18.48974 -2.9 -0.9 -0.1
C -15.15520 7.18735 18.35446 0.1 0.5 0.4
C -20.03280 -2.64918 22.14925 -0.7 -1.8 0.7
C -10.65280 4.18298 19.63072 1.4 -0.1 -0.2
C -13.07866 1.67434 24.14034 0.5 -0.9 -0.2
C -12.31868 -1.50256 17.49808 1.1 1.5 0.8
C -18.64945 -2.46173 22.84480 -1.0 -0.6 -0.9
C -18.99265 0.99833 24.02797 0.7 -0.5 -2.0
C -12.07474 0.99848 25.14649 -1.5 0.3 -0.9
C -19.36797 2.16289 24.90183 -0.8 0.9 -0.3
C -16.65849 5.44046 22.06174 1.4 1.6 -0.6
C -11.13286 2.72475 19.71950 4.5 1.6 -1.4
H -13.16547 -3.19054 17.48842 -0.6 -0.5 0.3
H -13.04918 2.76082 24.22274 0.0 0.1 0.4
H -13.05014 -0.92343 16.93446 0.4 0.5 -0.2
H -11.01127 0.04483 17.78532 -0.2 0.9 0.5
H -11.09639 1.00894 24.66604 0.1 0.1 0.3
H -15.47033 3.91601 21.49661 -0.1 -0.2 0.2
H -12.37087 -0.02771 25.36407 -0.1 -0.4 -0.6
H -13.37322 6.06308 19.23863 0.1 0.6 -0.1
H -10.13731 5.17624 21.22606 -0.1 0.0 0.1
H -20.73802 -3.02788 22.88908 0.5 -0.6 0.4
H -15.79507 6.94783 17.50517 -0.1 -0.1 0.0
H -14.07186 -2.00823 24.42863 0.3 -1.1 0.0
H -10.80437 2.17199 18.83935 0.6 0.1 -0.3
H -10.98038 4.79758 18.79222 -0.8 -0.5 -0.2
H -12.72724 1.45445 23.13224 0.0 -0.2 -0.3
H -12.75630 3.14568 20.45612 -0.8 0.1 0.2
H -15.50308 -3.26536 24.28296 0.8 -0.2 -0.3
H -11.50672 -1.82635 16.84694 -0.4 -1.0 -0.2
H -10.60387 2.29271 20.56897 -0.2 -0.2 0.5
H -18.18158 -3.43521 22.69808 -0.3 -0.5 1.1
H -17.74202 3.64632 22.27440 -0.7 -0.1 -0.1
H -18.71254 -2.06864 23.85949 -0.2 -0.5 0.2
H -14.64821 8.11916 18.10387 0.1 0.0 0.1
H -16.70871 6.90060 19.59986 0.0 -0.1 -0.4
H -17.01483 -1.41154 22.50711 0.7 -0.1 0.8
H -18.14325 1.32615 23.42867 0.2 0.2 0.2
H -16.99610 6.04212 21.21786 -1.3 -0.4 0.3
H -18.60366 0.12093 24.54464 -0.6 -0.2 0.3
H -15.07070 -0.05718 25.63435 -0.1 0.0 -0.4
H -17.77041 3.13506 25.00206 0.6 0.6 0.1
H -16.26838 3.48841 23.77727 0.3 -0.1 -0.1
H -15.00938 1.55064 23.60556 0.0 0.5 -0.6
H -16.34401 6.21302 22.76342 0.4 0.0 0.2
H -20.19648 2.02607 25.59678 -0.1 -0.4 -0.1
H -19.61737 2.99910 24.24864 -0.7 -0.1 -0.4
H -15.23263 4.90830 19.58816 0.0 0.1 1.0
H -13.65838 5.99975 17.45592 0.1 -0.4 0.1
H -18.50454 5.07012 23.09550 0.1 -0.1 0.1
H -15.09951 -2.73277 26.68930 0.2 0.1 -0.1
H -9.57509 4.17224 19.46790 0.3 -0.2 0.2
H -10.89433 -0.97667 19.24417 0.0 -0.5 -0.4
H -12.31930 0.95590 19.36336 -1.3 1.0 1.0
H -12.98228 1.93535 26.48095 -0.1 0.1 0.6
H -15.40122 -0.52137 23.79068 0.3 0.6 -0.2
H -16.62073 -2.10032 26.04788 -0.2 -0.1 0.1
H -20.07813 -3.37465 21.33701 1.1 -0.5 0.2
H -20.80278 0.48446 23.18937 0.0 0.0 0.1
H -21.52545 -1.49373 22.12691 -0.1 0.7 -0.4


2.
85
Properties=species:S:1:pos:R:3:forces:R:3 method="wB97M-V/def2-TZVPD" total_charge=-1 largest_force_ev_per_a=9.29 orbital_gap_ha=0.2210
S 6.09966 4.11711 -0.24623 0.1 -0.3 0.2
S -5.06817 -7.15865 -2.82916 -0.2 0.1 0.4
S 2.70884 0.33458 -1.35551 -0.4 0.0 0.3
S 5.85644 6.86452 3.34182 -0.1 0.1 -0.3
S 0.80733 1.75790 3.06802 -0.3 -0.3 -0.4
S 0.29586 -4.02270 1.94471 -0.3 0.8 -0.3
S -6.33913 0.98493 -3.16948 0.4 0.1 -0.5
P -1.69765 -1.23745 -1.08738 3.3 1.6 0.5
F -5.90716 -0.79863 0.01507 1.6 -4.0 -0.3
O 1.03147 3.11072 2.46042 0.0 -0.1 0.2
O -5.33296 1.14446 -4.27024 -0.7 0.0 0.5
O 6.86261 7.02405 2.24105 -0.4 0.2 0.4
O 1.26728 -0.07565 -1.29938 1.5 0.2 -0.1
O -6.50972 -7.56888 -2.77303 0.5 0.0 0.0
O -2.74117 -0.09929 -0.25307 -2.3 0.0 -1.0
O -2.57180 -3.88333 -0.87643 -3.4 7.2 -1.4
O -2.10592 -0.63168 -2.66691 -2.4 -0.2 -0.3
O -5.33520 -3.09721 0.87221 0.0 7.3 -5.7
O 0.13873 -2.53168 1.90350 0.5 -1.0 0.4
O 5.45230 2.86550 0.26749 0.6 0.6 -0.2
N -4.49952 -2.46193 -1.33409 -2.1 1.7 2.6
C -4.61765 -6.53138 -1.19273 0.0 -0.1 0.0
C -3.01345 -2.61860 -1.11687 2.2 -7.7 1.3
C 3.15936 0.96185 0.28092 0.2 -0.2 0.0
C 7.06728 3.66880 -1.70746 0.0 -0.1 -0.1
C 0.08816 0.69957 1.78927 0.0 0.2 0.1
C 1.52672 -4.40515 3.21403 0.2 0.0 0.1
C -4.06993 -8.66417 -2.73221 0.0 -0.2 0.0
C -7.89416 0.45456 -3.92648 -0.1 0.0 -0.1
C -5.25833 -2.14836 -0.06456 0.8 -5.1 2.4
C -6.91039 2.63970 -2.71151 0.0 0.1 0.0
C 4.30141 6.33415 2.58481 0.0 0.0 -0.1
C 1.32711 -4.49951 0.53634 0.0 0.0 -0.1
C -0.68535 1.85994 4.08578 -0.1 0.1 0.1
C 5.28518 8.51929 3.79979 0.0 0.1 0.0
C 7.52098 4.46940 0.81682 0.1 -0.2 0.1
C 3.70707 -1.17094 -1.25855 0.1 -0.2 0.0
H 4.46389 8.43655 4.51559 0.1 -0.1 -0.1
H -0.94808 0.86353 4.44891 0.1 0.0 -0.1
H 3.51253 6.32277 3.34019 0.1 -0.1 0.0
H 0.84048 0.53105 1.01515 -0.4 0.0 0.2
H 2.61626 1.89342 0.45724 0.1 -0.1 -0.1
H 8.15830 3.58542 0.89418 -0.1 -0.1 -0.1
H 1.56279 -5.56442 0.60076 -0.1 0.0 0.1
H -3.09369 -0.58129 -2.82385 1.7 0.1 0.1
H 0.76879 -4.30835 -0.38323 -0.1 0.1 0.2
H 7.15343 4.73900 1.80984 0.1 0.0 -0.4
H -4.73904 -1.82678 -2.12563 0.5 -0.2 1.2
H 7.73277 2.83447 -1.47393 -0.1 0.1 0.1
H 1.10996 -4.14643 4.19026 0.0 0.0 -0.2
H 6.11547 9.05718 4.26364 -0.1 -0.2 -0.1
H 4.95501 9.06048 2.91002 0.1 -0.1 0.0
H 3.55112 -1.74977 -2.17194 -0.1 0.1 0.1
H -4.88933 -7.25985 -0.42520 -0.1 -0.1 -0.2
H -3.50184 0.20116 -0.83145 1.4 -0.3 1.0
H -0.19968 -0.25869 2.22737 0.1 0.0 -0.1
H -7.76009 -0.55440 -4.32354 0.1 0.1 0.1
H 2.24736 -3.91070 0.53037 -0.1 0.0 0.1
H 3.40164 -1.76740 -0.39573 -0.1 0.1 0.0
H -1.26657 -1.73008 0.21730 -0.8 -0.1 -0.5
H 4.76312 -0.90443 -1.17616 -0.1 0.1 0.0
H -0.63067 -0.25296 -1.02604 -1.1 -0.5 -0.1
H -4.22589 -9.24300 -3.64560 0.0 0.1 0.1
H -8.68304 0.44318 -3.17111 0.1 0.0 0.0
H -5.16075 -5.59981 -1.01642 0.2 -0.1 -0.1
H -3.01389 -8.39766 -2.64982 -0.1 0.1 0.0
H -7.24056 3.18089 -3.60127 0.1 -0.1 0.0
H 1.75573 -5.47289 3.19096 -0.1 0.0 0.0
H 8.08798 5.30631 0.40231 -0.2 0.0 0.1
H -0.77335 -2.18639 -1.71635 -0.5 0.0 0.1
H 4.43548 5.32519 2.18776 0.0 0.1 0.1
H 4.03201 7.01058 1.77032 0.1 0.0 0.1
H -0.48051 2.51232 4.93802 0.1 -0.1 -0.1
H -6.08010 3.17759 -2.24766 0.0 -0.2 -0.1
H -0.78343 1.18730 1.34657 0.1 0.0 0.0
H -7.73168 2.55696 -1.99570 0.1 -0.1 0.0
H -4.37537 -9.26063 -1.86938 0.0 0.1 0.0
H 4.23358 1.15867 0.31310 -0.3 0.0 -0.1
H 7.64888 4.53172 -2.03939 -0.1 0.0 0.1
H 2.43467 -3.82232 3.04235 -0.1 0.0 0.0
H -8.16356 1.13099 -4.74097 0.1 0.0 0.1
H 6.37845 3.37083 -2.50142 0.0 0.1 0.2
H -3.54342 -6.33456 -1.16055 -0.1 0.2 -0.1
H 2.88768 0.23338 1.04845 0.0 -0.1 -0.1
H -1.50902 2.27598 3.50092 0.1 -0.1 -0.1


3.
108
Properties=species:S:1:pos:R:3:forces:R:3 method="wB97M-V/def2-TZVPD" largest_force_ev_per_a=5.68 orbital_gap_ha=0.3540
S -3.24815 -2.45130 2.26688 -1.5 -1.5 1.6
S -1.62026 3.56259 5.11676 -1.7 -1.1 0.5
S -5.31396 2.83864 0.55670 -2.9 2.1 -1.8
S 2.60221 -1.21560 3.35620 2.0 -0.9 0.6
O -4.55931 -1.91069 1.41041 3.0 0.3 0.1
O -0.32385 1.09299 -2.00712 -0.2 0.0 0.1
O 3.74852 -1.11182 2.30410 1.1 0.0 -1.1
O 1.57718 -5.33815 -3.30597 0.1 -0.9 -0.3
O -2.10752 3.12233 6.40551 0.5 0.6 -1.7
O 5.46774 -1.10571 -0.35021 -1.4 -0.9 -1.1
O 2.85625 3.78341 2.04109 0.3 -0.4 -0.9
O 1.41695 -1.22624 2.59191 -2.0 -0.1 -0.1
O -2.05168 -2.09381 1.35170 -0.1 -0.1 -2.5
O -2.63843 3.10085 3.86981 0.3 1.3 2.3
O -6.36337 2.78648 -0.45547 2.1 -0.5 1.7
O -4.73072 4.31718 0.53721 -0.1 0.5 1.7
O -0.85406 4.32864 1.23122 -0.2 -0.4 -0.5
O -0.45039 2.57883 4.71150 0.4 -0.1 0.4
O -5.96973 2.89315 1.96265 0.0 -0.4 0.8
O 2.84885 0.17478 4.00909 0.2 0.9 0.3
O 2.61907 -1.93692 -4.66083 1.8 0.3 1.3
O -1.36538 4.94601 4.89962 0.3 -0.3 -0.1
O 2.94766 -2.22505 4.29856 -0.8 0.3 -0.4
O -4.19775 1.97907 0.54872 1.0 -1.5 -0.2
O -3.38078 -3.86810 2.31796 -0.2 -0.2 -0.2
O -3.00188 -1.75867 3.47227 -0.5 0.8 0.4
O -1.35383 -0.77580 -6.54215 -1.3 0.0 2.3
O 1.18113 -2.97603 -0.31069 -0.2 -1.4 0.3
N 0.67873 3.31373 -0.08360 0.4 -0.2 0.2
N 1.26410 5.25118 2.74801 3.4 0.5 1.4
N 0.25108 -1.07694 -2.20325 -1.5 0.4 -2.8
N 0.32947 -0.10997 -0.16136 0.6 1.7 1.8
N 3.41959 -6.21228 -2.26918 0.0 0.1 -0.2
N 3.52995 -1.03050 -1.60756 -0.6 -1.3 -1.2
N 0.59541 -2.90639 -5.06610 -0.6 1.2 -0.9
N -1.47797 3.37823 -0.74587 -1.3 -0.1 0.1
N 0.09548 -4.95774 -0.65024 0.6 -2.1 0.2
N -1.82881 0.39513 -4.61539 0.4 -0.1 1.0
N 1.22697 -0.93245 -6.18964 2.3 -0.6 2.0
N 0.42790 -4.09728 1.48851 -0.2 -0.5 0.1
N 4.33656 -2.97757 -0.84672 0.0 -3.6 0.0
N -2.48960 -1.83170 -4.84482 -0.5 2.8 2.8
N 3.50303 5.32738 3.56544 -0.3 -0.6 -1.8
N 3.60571 -4.41126 -3.75228 0.5 -1.5 0.9
C -2.59991 -2.10098 -0.01139 -0.6 3.1 0.4
C 2.80079 -5.38153 -3.15614 0.3 2.3 0.3
C -0.57190 3.70575 0.18688 -0.2 0.8 1.0
C 1.55926 -1.88468 -5.21334 -2.9 0.1 -3.7
C 3.98991 0.25190 1.90788 -1.5 0.9 -0.8
C -4.52257 4.74357 1.93527 1.0 1.3 0.8
C 0.62929 -4.01052 0.15835 0.3 2.6 -0.8
C 3.16369 1.08559 2.90932 0.3 -1.3 0.0
C 2.57419 4.75049 2.73109 -2.3 0.6 0.6
C -3.92231 -1.36388 0.18395 -1.6 0.2 0.3
C -0.58287 2.20115 3.33290 -0.8 -0.5 -1.0
C 4.52710 -1.70535 -0.93059 1.6 5.3 1.0
C -1.81659 -0.73890 -5.35881 -0.4 -1.1 -3.0
C -5.46523 3.98370 2.87171 -3.5 -0.5 -1.5
C 0.07408 0.04742 -1.46605 0.7 -1.4 -0.1
C -2.11234 1.99342 3.20155 0.9 -0.7 -0.9
H 1.08059 6.02172 3.40335 -0.5 -0.8 -0.9
H -2.03267 -1.37492 -0.57069 0.9 -0.3 -0.3
H 0.59936 -2.01578 -2.01538 -0.1 0.6 0.8
H -0.16003 2.99785 2.75798 -0.5 0.6 -0.4
H 3.64672 1.96972 3.21552 0.7 0.6 0.9
H -2.44642 1.03594 3.64424 0.3 0.4 0.0
H 0.46683 0.80989 0.33236 -0.1 -1.7 -0.5
H -0.12591 -5.79625 -0.08829 0.0 0.5 -0.9
H -0.19875 -4.78600 1.87370 0.0 0.0 -0.1
H 0.80012 -0.97126 0.17751 -0.3 0.8 -0.3
H 0.40851 -3.20000 1.93266 0.3 0.3 0.4
H -1.34849 1.18095 -5.04802 -0.1 -0.4 0.3
H -5.09154 3.48906 3.76301 0.5 0.3 -0.2
H 1.04616 -3.78913 -4.94494 0.0 -0.7 0.5
H 3.38607 -3.27519 -0.90837 -0.6 -0.4 0.1
H 1.94668 -0.20858 -6.29968 -0.9 -0.5 -0.1
H 5.03136 0.43247 1.94735 1.0 0.0 0.3
H 3.67691 0.54692 0.85538 0.1 -1.1 1.2
H -3.48394 4.58102 2.29377 -0.5 0.0 -0.8
H -2.42284 3.31894 -0.34185 0.6 0.0 -0.8
H -2.50766 2.05549 2.18421 0.4 -0.1 0.0
H 3.12338 -3.70983 -4.29221 0.0 0.4 0.2
H 3.15034 -1.48712 -2.45984 0.2 0.3 0.9
H 2.94153 -7.01338 -1.91717 -0.3 -0.1 0.1
H 4.40430 -6.16208 -2.10506 0.2 0.0 -0.2
H 0.31453 -0.90140 -6.62231 -0.1 0.3 0.0
H 0.59757 4.77221 2.16488 -0.9 0.4 -0.1
H -2.99413 -1.64689 -3.93344 0.9 -0.8 -1.8
H -2.52494 -2.72417 -5.25965 0.1 -0.6 -0.6
H 3.14769 5.75087 4.37085 -0.1 0.7 1.3
H 4.35434 4.79551 3.58038 0.1 0.2 0.4
H -1.76964 0.33383 -3.57772 0.0 0.4 -1.2
H -6.49972 4.47937 3.09426 2.3 -0.4 -0.2
H -3.89019 -0.25248 0.25787 0.4 -0.9 0.2
H -0.02307 1.33725 2.97971 0.1 -0.5 1.2
H 0.82272 2.95832 -0.99844 0.6 -0.4 -0.5
H 4.93085 -3.41333 -0.17022 0.0 -0.3 0.2
H 3.68217 -0.07453 -1.78745 0.6 1.1 0.0
H -2.76559 -2.99390 -0.56637 0.5 -1.3 0.4
H -4.62715 -1.62430 -0.58907 -0.2 0.0 -0.5
H -0.23525 -0.93881 -3.10719 1.1 -0.6 0.7
H 4.42152 -4.07383 -3.22398 -0.6 -0.3 -0.5
H -1.17501 2.71062 -1.45919 -0.5 0.0 0.5
H 2.23016 1.37849 2.53970 -1.3 0.4 -1.0
H 1.43648 3.56201 0.52978 0.4 0.1 0.0
H -0.15274 -2.93311 -5.79158 1.1 0.2 0.8
H 0.63150 -5.19569 -1.51536 -0.6 0.5 0.6
H -4.72939 5.83378 2.01904 0.2 -0.8 -0.5